C9H22FeN3O4 as an isolated structure at a distorted geometry, computed with the ωB97M-V functional and the def2-TZVPD basis.

Geometry as ORCA input:
```
! wB97M-V def2-TZVPD RIJCOSX def2/J DEFGRID3
* xyz 1 5
Fe 0.832 -3.004 1.865
O -0.108 -1.693 0.850
H 0.216 -0.798 0.902
C -2.203 -0.722 -3.663
O -2.354 0.466 -3.839
N -1.103 -1.344 -3.184
C -1.132 -2.771 -2.925
C 0.155 -0.699 -2.892
H -2.981 -1.440 -3.963
H -1.874 -3.286 -3.535
H -1.393 -2.952 -1.875
H -0.200 -3.317 -3.073
H 0.144 0.234 -3.462
H 0.377 -0.481 -1.848
H 0.993 -1.244 -3.329
C 3.426 -1.024 2.616
O 2.525 -1.769 2.195
N 3.276 0.271 2.881
C 2.074 1.029 2.641
C 4.382 1.015 3.438
H 4.415 -1.373 2.925
H 1.274 0.418 2.236
H 2.239 1.816 1.906
H 1.651 1.425 3.564
H 4.643 1.872 2.809
H 4.156 1.448 4.414
H 5.340 0.508 3.552
C -2.997 0.088 -0.454
O -4.168 -0.143 -0.641
N -2.448 1.254 -0.056
C -1.040 1.511 -0.208
C -3.309 2.376 0.249
H -2.196 -0.650 -0.630
H -0.717 2.221 0.560
H -0.749 2.024 -1.129
H -0.479 0.596 -0.055
H -2.821 3.112 0.894
H -3.686 2.933 -0.609
H -4.159 2.095 0.871
*
```

Calculated values
ΔE to the lowest compared entry with this formula, charge and spin ... 0.0 kcal/mol
Gap between HOMO and LUMO (spin up / spin down) ... 0.200 / 0.195 Ha
E_HOMO (spin up / spin down) ... -11.3 / -11.3 eV
Largest force on an atom ... 0.06455 hartree/bohr
DFT total energy ... -2084.74883 a.u.

C42H72N2O4Si2 as an isolated structure at a distorted geometry, computed with the ωB97M-V functional and the def2-TZVPD basis.

Geometry as ORCA input:
```
! wB97M-V def2-TZVPD RIJCOSX def2/J DEFGRID3
* xyz 0 1
C -1.268 -1.459 0.100
C -1.591 -0.915 1.380
Si -1.923 -0.454 3.261
C -3.091 -1.823 3.943
C -4.189 -2.406 2.877
C -4.098 -4.051 2.917
C -2.871 -4.690 2.037
C -1.289 -4.709 2.522
C -0.107 -5.380 1.554
C -0.572 -6.050 0.105
C -2.141 -6.046 -0.412
C -3.269 -5.374 0.578
C -2.760 1.284 3.228
C -3.032 1.879 1.708
C -1.714 2.676 1.106
C -1.262 2.182 -0.399
C 0.318 2.531 -0.821
C 0.992 2.090 -2.249
C 0.052 1.264 -3.312
C -1.517 0.955 -2.920
C -2.208 1.398 -1.485
O -0.355 -0.512 4.044
Si -0.367 0.170 5.659
C -1.934 -0.213 6.711
C -3.135 0.926 6.586
C 0.046 2.069 5.732
C 0.456 2.725 4.288
O -0.240 3.836 3.915
O 1.523 2.272 3.383
C 2.780 2.837 3.978
C 4.293 2.509 3.382
O 2.757 3.678 5.049
C 1.120 -0.704 6.602
C 0.667 -2.313 6.676
C 2.465 -0.564 5.675
C 2.918 -1.944 4.903
H -1.083 -2.092 -0.894
H -2.401 -2.707 4.335
H -3.683 -1.370 4.858
H -4.149 -1.939 1.806
H -5.268 -2.135 3.311
H -3.911 -4.357 4.055
H -5.114 -4.583 2.619
H -0.971 -4.247 3.554
H 1.031 -5.428 1.870
H 0.235 -6.562 -0.588
H -2.501 -6.529 -1.422
H -4.408 -5.367 0.250
H -2.236 2.095 3.903
H -3.845 1.134 3.703
H -3.492 1.089 0.972
H -3.871 2.718 1.841
H -1.802 3.854 1.180
H -0.810 2.378 1.827
H 0.991 3.133 -0.039
H 2.124 2.396 -2.426
H 0.566 0.928 -4.324
H -2.189 0.354 -3.696
H -3.336 1.137 -1.204
H -2.348 -1.325 6.583
H -1.585 -0.162 7.852
H -2.817 1.889 6.004
H -4.065 0.478 5.991
H -3.548 1.188 7.666
H -0.814 2.719 6.224
H 0.991 2.223 6.445
H 5.077 2.269 4.247
H 4.266 1.598 2.644
H 4.711 3.502 2.869
H 1.228 -0.316 7.701
H 1.527 -3.008 7.076
H 0.299 -2.621 5.585
H -0.309 -2.415 7.356
H 3.385 -0.138 6.291
H 2.235 0.230 4.844
H 2.055 -2.324 4.173
H 3.241 -2.780 5.656
H 3.847 -1.736 4.183
C -2.106 0.322 -8.596
C -2.590 -0.879 -7.789
N -3.525 -0.526 -6.718
C -3.737 -1.606 -5.750
C -4.387 -2.889 -6.256
C -4.730 0.200 -7.120
C -5.631 -0.443 -8.168
H -1.691 1.097 -7.942
H -1.316 0.012 -9.288
H -2.909 0.763 -9.194
H -1.699 -1.340 -7.345
H -3.017 -1.621 -8.473
H -4.321 -1.226 -4.902
H -2.762 -1.870 -5.319
H -5.450 -2.753 -6.451
H -4.300 -3.670 -5.492
H -3.907 -3.269 -7.163
H -4.426 1.186 -7.495
H -5.334 0.428 -6.232
H -5.072 -0.804 -9.036
H -6.351 0.297 -8.535
H -6.209 -1.272 -7.757
C 6.246 3.859 -0.804
C 6.649 2.647 -1.640
N 5.773 2.412 -2.790
C 5.951 1.090 -3.396
C 7.305 0.778 -4.026
C 5.629 3.520 -3.735
C 6.895 4.081 -4.372
H 5.195 3.800 -0.502
H 6.854 3.903 0.106
H 6.401 4.798 -1.346
H 6.602 1.777 -0.974
H 7.697 2.753 -1.942
H 5.167 0.924 -4.146
H 5.758 0.334 -2.624
H 7.445 1.312 -4.967
H 7.365 -0.291 -4.255
H 8.138 1.015 -3.359
H 5.117 4.343 -3.220
H 4.932 3.233 -4.534
H 7.681 4.279 -3.637
H 6.667 5.032 -4.863
H 7.295 3.415 -5.139
*
```

Calculated values
Gap between HOMO and LUMO ... 0.290 Ha
E_HOMO ... -7.8 eV
Largest force on an atom ... 0.20765 hartree/bohr
DFT total energy ... -2632.07414 a.u.

C12H18ClN2O2Re as an isolated structure at a distorted geometry, computed with the ωB97M-V functional and the def2-TZVPD basis.

Geometry as ORCA input:
```
! wB97M-V def2-TZVPD RIJCOSX def2/J DEFGRID3
* xyz 3 4
Re -0.203 0.103 0.000
C 4.112 0.522 0.000
C 2.705 0.976 0.000
O 1.788 0.090 0.000
C 2.384 2.389 0.000
C 3.371 3.384 0.000
C 3.053 4.741 0.000
C 1.719 5.158 0.000
C 0.710 4.225 0.000
C 0.998 2.828 0.000
O 0.041 1.985 0.000
H 4.163 -0.565 0.000
H 4.651 0.895 0.873
H 4.651 0.895 -0.872
H 4.413 3.103 0.000
H 3.847 5.473 0.000
H 1.485 6.214 0.000
H -0.330 4.513 0.000
Cl -2.329 0.089 0.000
N 0.137 -5.002 0.000
C -0.260 -4.260 -1.228
C 0.280 -2.833 -1.193
N -0.229 -2.114 0.000
C 0.280 -2.833 1.193
C -0.260 -4.260 1.228
H 1.154 -5.166 0.000
H -0.302 -5.937 0.000
H -1.351 -4.257 -1.292
H 0.125 -4.771 -2.113
H -0.028 -2.321 -2.107
H 1.372 -2.835 -1.156
H -1.250 -2.254 0.000
H -0.028 -2.321 2.107
H 1.372 -2.835 1.156
H -1.351 -4.257 1.292
H 0.125 -4.771 2.113
*
```

Calculated values
ΔE to the lowest compared entry with this formula, charge and spin ... 19.4 kcal/mol
Gap between HOMO and LUMO (spin up / spin down) ... 0.216 / 0.203 Ha
E_HOMO (spin up / spin down) ... -18.4 / -18.2 eV
Largest force on an atom ... 0.05898 hartree/bohr
DFT total energy ... -1265.44037 a.u.

A 8-piece molecular cluster, C30H49NO21 overall at a distorted geometry, computed with the ωB97M-V functional and the def2-TZVPD basis.

Geometry as ORCA input:
```
! wB97M-V def2-TZVPD RIJCOSX def2/J DEFGRID3
* xyz 0 1
C -15.810 -1.955 12.428
C -17.004 -2.747 11.940
C -17.923 -3.233 13.077
O -19.106 -2.481 12.931
C -19.078 -1.858 11.728
O -20.006 -1.179 11.356
O -17.927 -2.065 11.094
H -15.211 -2.529 13.073
H -16.079 -1.048 12.937
H -15.215 -1.759 11.567
H -16.670 -3.642 11.407
H -17.474 -3.011 14.007
H -18.133 -4.312 13.102
C -15.642 8.690 14.063
C -14.317 7.936 13.992
C -13.654 7.795 15.352
O -14.055 6.469 15.746
C -14.316 5.794 14.659
O -14.530 4.579 14.582
O -14.404 6.572 13.615
H -16.361 8.242 14.595
H -16.026 8.809 13.076
H -15.488 9.662 14.555
H -13.668 8.439 13.292
H -13.943 8.495 16.065
H -12.554 7.833 15.261
C -12.656 2.833 17.016
C -12.135 1.495 16.644
C -12.167 0.456 17.787
O -12.798 -0.657 17.203
C -13.317 -0.379 16.002
O -13.897 -1.173 15.247
O -13.004 0.874 15.656
H -12.696 3.429 16.096
H -11.913 3.212 17.652
H -13.605 2.908 17.559
H -11.107 1.511 16.192
H -12.817 0.781 18.609
H -11.122 0.265 18.117
C -15.401 4.411 9.843
C -15.878 5.632 10.653
C -15.601 7.041 10.233
O -16.863 7.540 9.812
C -17.857 6.652 10.028
O -19.047 6.831 9.778
O -17.283 5.599 10.612
H -15.826 4.460 8.826
H -15.711 3.495 10.307
H -14.355 4.296 9.695
H -15.546 5.600 11.666
H -14.972 7.168 9.372
H -15.079 7.594 11.004
C -19.765 2.884 9.483
C -19.337 2.831 8.063
C -19.371 4.213 7.327
O -18.123 4.242 6.656
C -17.354 3.319 7.126
O -16.208 3.125 6.755
O -17.962 2.509 7.989
H -19.502 1.921 9.919
H -20.853 3.074 9.520
H -19.208 3.680 10.011
H -19.764 2.006 7.556
H -19.520 5.086 7.937
H -20.233 4.281 6.593
C -12.340 1.909 12.931
O -13.107 2.006 11.724
C -12.435 1.826 10.535
O -11.071 1.527 10.579
O -13.129 1.913 9.463
C -12.599 1.702 8.194
H -12.203 0.884 13.300
H -12.783 2.483 13.729
H -11.385 2.417 12.814
H -11.719 2.266 7.985
H -13.281 1.947 7.428
H -12.207 0.724 8.034
C -14.348 -4.129 9.506
O -15.414 -3.293 9.089
C -15.171 -2.054 8.677
O -13.795 -1.561 8.629
O -16.157 -1.302 8.218
C -15.952 0.106 7.907
H -14.085 -4.819 8.755
H -14.716 -4.685 10.346
H -13.368 -3.656 9.748
H -14.991 0.545 7.944
H -16.564 0.738 8.621
H -16.257 0.303 6.877
C -16.765 1.348 11.855
C -16.393 2.367 12.918
C -15.744 1.677 14.141
C -16.594 0.633 14.646
N -17.203 -0.237 15.036
H -15.940 0.646 11.629
H -16.943 1.809 10.864
H -17.592 0.836 12.289
H -17.331 2.862 13.213
H -15.630 3.097 12.529
H -15.703 2.399 14.955
H -14.713 1.316 14.067
*
```

Calculated values
ΔE to the lowest compared entry with this formula, charge and spin ... 16.9 kcal/mol
Gap between HOMO and LUMO ... 0.347 Ha
Structure (SMILES) ... C[C@H]1COC(=O)O1.C[C@H]1COC(=O)O1.C[C@H]1COC(=O)O1.C[C@H]1COC(=O)O1.C[C@H]1COC(=O)O1.COC(=O)OC.COC(=O)OC.CCCC#N
E_HOMO ... -9.5 eV
Largest force on an atom ... 0.18160 hartree/bohr
DFT total energy ... -2807.23651 a.u.

C46H35BCl7N4O8ReS as an isolated structure at a distorted geometry, computed with the ωB97M-V functional and the def2-TZVPD basis.

Geometry as ORCA input:
```
! wB97M-V def2-TZVPD RIJCOSX def2/J DEFGRID3
* xyz -1 2
Re -0.645 -0.431 -0.268
O -4.958 0.076 -1.853
C -5.570 -0.340 -0.726
C -6.961 -0.459 -0.765
C -7.661 -0.901 0.343
C -6.985 -1.233 1.515
C -5.607 -1.099 1.562
C -4.878 -0.649 0.462
C -3.406 -0.490 0.568
O -2.722 -0.297 -0.522
N -2.842 -0.535 1.732
N -1.484 -0.310 1.595
C -0.808 -0.170 2.733
C 0.475 0.483 2.810
C 1.293 0.266 3.934
C 2.530 0.870 4.080
C 3.006 1.729 3.094
C 2.209 1.985 1.989
C 0.974 1.398 1.867
O 0.188 1.756 0.759
H -3.991 0.036 -1.693
H -7.471 -0.195 -1.687
H -8.743 -0.993 0.292
H -7.531 -1.586 2.384
H -5.056 -1.332 2.467
H -1.279 -0.525 3.644
H 0.922 -0.413 4.698
H 3.134 0.664 4.959
H 3.983 2.192 3.179
H 2.557 2.657 1.206
Cl 4.113 0.431 -5.216
C 3.337 0.155 -3.688
C 4.092 0.089 -2.525
Cl 5.814 0.312 -2.581
C 3.450 -0.156 -1.299
Cl 4.344 -0.262 0.183
C 2.075 -0.331 -1.228
O 1.420 -0.621 -0.110
C 1.294 -0.221 -2.408
O -0.018 -0.377 -2.263
C 1.939 -0.004 -3.622
Cl 0.953 0.067 -5.045
Cl 1.152 -5.308 5.809
C 1.381 -5.437 4.092
C 1.745 -4.327 3.361
C 1.935 -4.462 1.994
C 1.765 -5.674 1.335
C 1.978 -5.661 -0.164
C 0.671 -5.693 -0.960
N -0.173 -4.557 -0.625
C -1.247 -4.580 0.246
C -1.664 -3.295 0.370
N -0.811 -2.483 -0.355
C 0.067 -3.265 -0.955
O 2.820 -6.707 -0.602
C 3.654 -6.352 -1.702
C 4.627 -5.266 -1.364
C 4.850 -4.172 -2.133
Cl 4.091 -3.793 -3.621
S 6.029 -3.122 -1.460
C 6.241 -4.160 -0.113
C 5.441 -5.253 -0.187
C 1.368 -6.772 2.106
Cl 1.000 -8.326 1.412
C 1.184 -6.658 3.478
H 1.879 -3.368 3.850
H 2.222 -3.587 1.410
H 2.444 -4.697 -0.385
H 0.112 -6.600 -0.756
H 0.928 -5.679 -2.018
H -1.623 -5.501 0.672
H -2.481 -2.886 0.949
H 0.862 -2.934 -1.616
H 3.058 -6.046 -2.565
H 4.177 -7.268 -1.965
H 6.945 -3.889 0.668
H 5.397 -6.031 0.571
H 0.876 -7.518 4.059
C -2.414 7.598 -3.229
C -1.984 8.188 -1.885
C -0.828 9.176 -2.139
C -3.180 8.947 -1.290
C -1.508 7.095 -0.923
C -1.163 7.423 0.393
C -0.670 6.481 1.299
C -0.536 5.192 0.843
O -0.076 4.077 1.507
B -0.150 3.055 0.556
O -0.654 3.515 -0.651
C -0.885 4.853 -0.449
C -1.363 5.772 -1.350
H -2.758 8.403 -3.882
H -3.237 6.884 -3.108
H -1.584 7.092 -3.732
H -1.111 9.909 -2.904
H 0.064 8.642 -2.483
H -0.564 9.719 -1.226
H -3.564 9.671 -2.019
H -2.905 9.498 -0.388
H -3.989 8.255 -1.034
H -1.278 8.448 0.736
H -0.416 6.746 2.320
H -1.628 5.456 -2.354
*
```

Calculated values
ΔE to the lowest compared entry with this formula, charge and spin ... 24.9 kcal/mol
Gap between HOMO and LUMO (spin up / spin down) ... 0.190 / 0.214 Ha
E_HOMO (spin up / spin down) ... -3.1 / -3.8 eV
Largest force on an atom ... 0.02164 hartree/bohr
DFT total energy ... -6317.79360 a.u.